(1)
A 10-piece molecular cluster, C48H80N4O20 overall, computed with the ωB97M-V functional and the def2-TZVPD basis.

Summary:
HOMO level	-9.50	eV
HOMO-LUMO gap	0.320	Eh
E_tot	-97959.8564	eV
maximum force	0.0849	Eh/bohr
net charge	0

XYZ file:
```
152
Properties=species:S:1:pos:R:3:forces:R:3:mulliken_charge:R:1
O 1.690 -0.070 -0.585 -1.921 1.088 -0.646 -0.55
N 0.451 0.023 -0.594 1.267 -3.519 2.253 0.85
O -0.245 -0.990 -0.281 0.842 2.658 -1.270 -0.53
C -0.214 1.313 -0.736 1.125 0.094 0.763 0.23
C 0.463 2.489 -0.457 1.731 0.639 -0.998 -0.17
C -0.132 3.744 -0.524 -0.467 -1.195 0.730 -0.59
C -1.492 3.723 -0.772 -0.478 0.356 -1.021 -0.25
C -2.159 2.568 -1.145 0.419 -0.226 1.536 -0.56
C -1.530 1.308 -0.974 -3.172 1.079 -1.465 -0.32
H 1.539 2.431 -0.387 0.107 -0.125 0.435 0.38
H 0.382 4.663 -0.283 0.200 -0.128 -0.074 0.40
H -2.108 4.610 -0.794 0.303 0.382 0.064 0.36
H -3.204 2.773 -1.324 -0.198 -0.958 -0.258 0.32
H -2.113 0.409 -1.102 0.239 -0.141 -0.046 0.43
O -5.551 0.857 9.914 0.282 -0.444 -0.389 -0.59
N -6.014 0.667 8.798 1.035 1.868 0.817 0.95
O -7.147 0.337 8.611 -0.912 -0.810 -0.919 -0.57
C -5.156 1.098 7.650 2.221 0.733 0.590 0.18
C -3.877 1.679 7.934 0.060 -0.115 -0.898 -0.22
C -2.978 2.010 6.880 -2.064 -1.883 -1.080 -0.50
C -3.404 1.675 5.535 -0.919 1.620 1.978 -0.38
C -4.733 1.295 5.294 2.091 -0.400 0.309 -0.50
C -5.554 0.932 6.362 -0.864 -0.757 -0.961 -0.24
H -3.624 1.811 8.975 0.140 0.106 -0.040 0.41
H -1.960 2.353 6.995 -0.132 0.157 0.511 0.37
H -2.798 1.930 4.678 0.311 -0.178 0.073 0.37
H -4.906 1.139 4.239 -0.935 -0.193 0.121 0.35
H -6.471 0.387 6.190 -0.311 0.290 -0.120 0.37
O -8.761 -2.119 -1.501 0.281 -1.665 -1.830 -0.57
N -9.262 -1.400 -0.701 0.801 1.019 1.632 0.94
O -8.662 -0.445 -0.234 -0.589 0.533 0.465 -0.60
C -10.575 -1.724 -0.193 -3.656 -0.284 -0.264 0.11
C -11.429 -2.550 -0.982 0.343 1.057 0.876 -0.19
C -12.759 -2.802 -0.566 2.193 -1.120 -1.934 -0.40
C -13.240 -2.322 0.586 -0.203 2.516 1.804 -0.43
C -12.504 -1.310 1.285 1.151 -1.361 -0.642 -0.42
C -11.163 -1.047 0.918 -0.190 -0.784 -0.619 -0.30
H -11.108 -2.902 -1.952 0.242 -0.178 0.132 0.39
H -13.336 -3.458 -1.200 -0.171 -0.035 0.049 0.34
H -14.249 -2.573 0.878 -0.037 0.065 0.226 0.36
H -12.930 -0.839 2.159 0.042 0.084 -0.017 0.36
H -10.524 -0.360 1.453 -0.199 0.156 0.131 0.41
O -5.327 -9.879 6.814 0.064 -0.191 0.493 -0.55
N -4.510 -9.100 6.401 2.805 -0.568 0.072 0.91
O -3.245 -9.176 6.661 -3.992 0.767 -0.937 -0.57
C -5.039 -8.104 5.433 0.759 0.604 0.324 0.09
C -6.362 -8.098 5.047 -0.979 0.303 -0.196 -0.24
C -6.780 -7.217 4.046 1.201 0.198 -0.174 -0.35
C -5.858 -6.310 3.451 -0.992 -0.289 1.058 -0.59
C -4.583 -6.234 3.975 0.725 -0.870 0.355 -0.47
C -4.182 -7.145 4.954 0.544 -0.236 -0.262 -0.27
H -7.112 -8.674 5.568 0.183 -0.415 -0.155 0.41
H -7.806 -7.266 3.713 -0.038 0.162 0.018 0.38
H -6.209 -5.590 2.727 0.064 -0.134 -0.253 0.42
H -3.773 -5.608 3.632 -0.428 0.479 -0.333 0.37
H -3.164 -7.186 5.312 0.092 0.191 -0.024 0.45
C -1.435 -0.223 -10.403 -0.046 0.707 0.429 -0.76
O -0.301 0.175 -9.574 -0.455 -0.866 -1.635 -0.36
C 0.371 -0.982 -9.092 0.006 0.216 1.721 -0.18
C 1.565 -0.652 -8.146 -0.961 0.186 0.135 -0.60
O 2.069 -1.822 -7.488 -0.222 -0.289 -0.852 -0.40
C 1.091 -2.475 -6.654 0.244 1.260 -0.188 -0.67
H -2.103 -0.966 -9.966 0.258 -0.148 0.771 0.31
H -1.227 -0.644 -11.386 0.859 0.174 -0.067 0.31
H -2.061 0.657 -10.554 0.290 0.156 0.037 0.28
H 0.692 -1.727 -9.819 -0.134 0.213 -0.482 0.30
H -0.379 -1.408 -8.425 0.034 -0.803 -0.065 0.25
H 1.208 0.038 -7.381 -0.375 0.101 0.252 0.36
H 2.343 -0.064 -8.632 0.394 -0.736 -0.228 0.36
H 0.561 -1.641 -6.194 -0.249 -0.231 0.734 0.34
H 1.606 -3.101 -5.925 0.063 0.223 -0.101 0.22
H 0.325 -3.065 -7.157 0.297 -0.162 -0.455 0.23
C 9.441 4.027 -2.344 1.547 0.473 -0.656 -0.73
O 8.139 4.092 -2.798 -1.775 -0.730 -0.396 -0.35
C 7.387 2.857 -3.019 1.175 1.876 0.601 -0.60
C 7.912 1.891 -4.053 -0.013 0.636 -0.142 -0.44
O 8.166 2.437 -5.365 0.124 -0.036 1.222 -0.32
C 8.775 1.513 -6.251 -0.515 -0.619 0.310 -0.72
H 10.115 3.501 -3.020 -0.020 -0.215 -0.428 0.29
H 9.723 3.642 -1.364 -1.002 -0.328 0.542 0.31
H 9.782 5.062 -2.356 0.075 0.048 0.074 0.26
H 6.353 3.140 -3.222 0.196 0.350 -0.079 0.33
H 7.422 2.364 -2.048 -0.292 -0.593 -0.028 0.39
H 7.056 1.215 -4.037 0.263 -0.880 -0.597 0.39
H 8.785 1.441 -3.581 0.327 -0.406 -0.612 0.34
H 8.836 1.935 -7.255 -0.184 0.161 0.210 0.25
H 8.176 0.603 -6.258 -0.233 -0.170 -0.390 0.31
H 9.767 1.162 -5.967 0.318 0.435 0.374 0.30
C -4.169 -11.471 -0.697 0.544 0.650 0.254 -0.70
O -3.612 -10.281 -1.248 -0.573 0.436 -0.922 -0.33
C -2.470 -9.759 -0.573 -0.313 0.872 -1.120 -0.56
C -1.871 -8.439 -1.239 -0.220 -1.358 -0.275 -0.50
O -0.990 -8.641 -2.325 0.348 -1.249 -0.718 -0.37
C -1.577 -9.396 -3.409 -0.062 1.164 0.108 -0.63
H -3.586 -12.340 -1.000 0.421 -0.120 0.527 0.28
H -5.174 -11.711 -1.045 -0.062 0.783 -0.343 0.25
H -4.231 -11.276 0.374 0.072 -0.785 0.296 0.30
H -1.703 -10.534 -0.587 0.375 0.097 0.379 0.35
H -2.763 -9.460 0.434 0.131 -0.238 0.344 0.48
H -1.262 -7.991 -0.455 -0.101 0.215 -0.052 0.28
H -2.595 -7.733 -1.646 -0.752 -0.064 0.754 0.36
H -1.967 -10.357 -3.076 0.231 -0.013 -0.185 0.24
H -0.895 -9.436 -4.258 0.627 -0.469 0.567 0.27
H -2.377 -8.820 -3.874 -0.665 0.083 0.401 0.29
C 8.459 11.192 1.545 -1.189 0.480 0.134 -0.58
O 9.438 10.579 2.294 1.269 -1.165 1.575 -0.40
C 8.944 9.950 3.486 -0.654 0.096 0.014 -0.58
C 8.166 8.660 3.183 0.328 0.578 -0.436 -0.49
O 6.797 8.947 2.947 -0.221 -0.535 0.028 -0.33
C 6.067 7.866 2.342 0.024 0.836 0.571 -0.73
H 7.887 11.843 2.207 -0.110 0.612 -0.077 0.29
H 7.701 10.492 1.192 0.144 -0.193 -0.527 0.20
H 8.932 11.762 0.746 -0.119 -0.148 0.007 0.25
H 8.313 10.629 4.057 -0.549 0.327 -0.292 0.33
H 9.729 9.785 4.224 0.627 -0.319 -0.708 0.36
H 8.278 7.907 3.962 -0.005 -0.035 0.222 0.48
H 8.640 8.294 2.272 -0.015 -0.424 -0.213 0.34
H 6.202 6.908 2.845 0.448 -0.086 0.056 0.31
H 6.312 7.796 1.283 -0.008 -0.164 -0.069 0.29
H 5.013 8.107 2.486 0.028 0.140 -0.291 0.25
C 3.177 14.606 -0.416 0.355 0.568 1.192 -0.75
O 2.035 13.944 0.087 -0.220 -0.378 -0.363 -0.34
C 1.580 12.985 -0.878 -0.712 -0.092 1.167 -0.34
C 0.389 12.100 -0.309 0.220 0.170 -2.081 -0.45
O 0.168 10.858 -1.055 1.017 0.390 -0.471 -0.34
C -0.244 10.839 -2.471 -0.543 0.235 1.725 -0.69
H 4.041 13.956 -0.551 -0.124 -0.476 -0.352 0.32
H 3.501 15.281 0.376 -0.161 0.194 0.000 0.27
H 3.016 15.212 -1.308 -0.304 -0.183 -0.246 0.30
H 2.467 12.398 -1.113 -0.312 -0.489 -0.500 0.33
H 1.206 13.579 -1.712 0.121 -0.377 -0.537 0.29
H -0.544 12.654 -0.415 -0.004 0.394 0.262 0.28
H 0.537 11.855 0.743 0.161 -0.271 -0.240 0.30
H 0.386 11.255 -3.257 0.695 0.157 0.529 0.28
H -1.202 11.352 -2.546 -0.213 0.016 -0.060 0.31
H -0.394 9.777 -2.669 0.024 0.133 -0.024 0.24
C 5.092 -6.455 1.122 2.530 0.383 1.341 -0.81
O 4.980 -7.582 1.973 -0.562 0.235 -1.300 -0.31
C 3.652 -7.989 1.973 -0.377 -0.698 1.645 -0.37
C 3.494 -9.167 2.875 0.524 -0.571 0.492 -0.54
O 3.652 -8.848 4.249 -0.862 -0.508 0.756 -0.31
C 3.458 -9.998 5.105 0.305 0.541 -0.199 -0.72
H 4.876 -6.603 0.064 -0.538 -0.082 0.172 0.30
H 6.158 -6.253 1.228 0.296 0.132 -0.671 0.29
H 4.705 -5.563 1.614 -0.996 0.011 -0.440 0.34
H 3.252 -8.367 1.032 0.260 0.532 -0.630 0.31
H 3.024 -7.207 2.400 -0.316 0.371 -0.345 0.29
H 4.271 -9.896 2.645 0.015 -0.322 -0.372 0.33
H 2.524 -9.574 2.590 -0.364 -0.382 0.614 0.34
H 4.154 -10.784 4.814 -0.143 -0.254 -0.137 0.30
H 2.431 -10.359 5.160 -0.203 -0.074 -0.728 0.29
H 3.658 -9.781 6.155 0.422 0.690 -0.202 0.26
```
Positions in Å, forces in eV/Å.

=====

(2)
C48H82Br2N18O5PS3 as an isolated structure, computed with the ωB97M-V functional and the def2-TZVPD basis.

Summary:
HOMO level	-10.76	eV
HOMO-LUMO gap	0.251	Eh
E_tot	-270025.7762	eV
maximum force	0.1093	Eh/bohr
net charge	+1

XYZ file:
```
159
Properties=species:S:1:pos:R:3:forces:R:3:mulliken_charge:R:1
C 1.157 -3.195 2.094 -0.979 0.775 -0.947 -1.28
C 0.206 -2.257 1.611 1.740 -2.418 2.153 0.10
N 0.530 -1.305 0.611 0.725 -1.149 -1.357 2.68
C 1.461 -1.599 -0.415 -0.139 2.239 -0.096 -2.52
N 1.441 -2.624 -1.235 0.445 -0.194 -0.277 1.07
N 0.473 -3.617 -1.079 -0.300 -0.379 0.843 -0.59
C 2.334 -2.777 -2.423 -0.265 -0.629 -1.865 -0.79
O 3.410 -3.678 -2.191 -0.158 1.359 -0.535 -0.34
C 4.263 -3.622 -3.367 0.565 -0.099 -0.604 -0.56
N 2.539 -0.602 -0.647 -1.530 -1.876 1.473 0.90
P 3.922 -1.300 0.174 4.721 -1.162 -1.182 0.58
O 5.288 -1.055 -0.457 -2.745 0.223 0.910 -0.80
C 2.120 0.761 -0.248 -1.501 3.408 0.482 2.21
C 2.798 1.960 -1.069 1.170 -0.154 -1.283 -1.37
C 4.246 1.640 -1.665 -0.543 1.369 -1.355 -0.33
C 4.422 2.651 -2.923 -0.712 -0.353 0.858 -0.48
S 6.182 3.159 -3.184 -0.234 -0.168 0.355 -0.25
C 2.321 1.117 1.301 0.413 -1.158 0.852 -0.73
C 3.742 1.687 1.709 0.448 0.032 1.074 -0.63
C 3.720 3.269 2.049 -0.476 -1.463 -0.484 -0.88
S 5.126 4.197 1.306 4.109 2.929 2.481 1.30
O 5.389 5.390 2.172 -1.907 -2.354 -2.035 -0.66
O 6.403 3.428 1.204 -3.841 0.546 -1.090 -0.62
O 4.585 4.774 -0.181 0.114 -1.501 1.970 -0.35
C 0.538 0.902 -0.548 -0.548 -0.304 0.092 -2.14
Br 0.085 0.582 -2.502 1.570 0.557 0.267 0.04
Br -0.055 2.811 -0.348 0.295 -1.056 0.414 -0.04
C -0.347 -0.137 0.363 -1.021 0.356 -1.133 0.96
S -1.661 -0.793 -0.828 -0.845 -1.303 0.844 -0.19
C -1.057 0.531 1.607 -0.778 0.639 1.194 -0.93
C -2.537 1.119 1.313 0.463 0.091 1.648 -0.97
C -3.715 0.092 1.707 -0.857 1.022 -1.964 -0.31
C -4.765 0.124 0.466 -0.246 0.509 0.883 -0.49
C -6.278 -0.186 0.886 -0.552 0.389 -1.333 -0.15
C -7.138 1.159 1.187 0.105 -0.271 -0.287 -0.85
H 1.372 -3.317 3.196 -1.434 -0.675 -1.345 0.29
H 1.748 -3.867 1.397 0.135 1.688 0.809 0.19
H -0.811 -2.287 2.108 1.515 1.245 -0.386 0.30
H 0.912 -4.503 -0.789 -0.014 0.354 -0.272 0.18
H -0.044 -3.763 -1.947 0.326 0.284 0.168 0.37
H 2.654 -1.792 -2.879 -0.201 -0.793 1.107 0.35
H 1.668 -3.271 -3.219 0.562 0.753 1.124 0.57
H 3.673 -3.915 -4.297 0.649 0.150 1.120 0.23
H 4.673 -2.578 -3.543 -0.478 -1.090 0.424 0.23
H 5.140 -4.326 -3.221 -1.319 0.837 -0.037 0.28
H 3.717 -2.730 0.116 -0.686 1.070 0.132 0.09
H 4.028 -1.008 1.570 -0.812 0.134 -0.563 0.07
H 2.198 2.269 -1.989 0.434 -0.853 1.299 0.73
H 2.843 2.928 -0.472 -0.096 -1.624 -0.440 -0.31
H 4.270 0.609 -2.114 0.302 0.963 0.959 -0.02
H 5.103 1.879 -0.978 -0.982 -0.787 -0.461 0.48
H 3.741 3.555 -2.788 1.095 -0.996 -0.185 0.10
H 4.071 2.122 -3.865 0.611 0.763 1.042 0.41
H 6.751 3.148 -1.921 -0.931 -0.095 -0.721 0.16
H 2.179 0.150 1.892 0.016 1.283 -0.701 0.22
H 1.556 1.827 1.721 0.610 -0.736 -0.904 0.17
H 4.009 1.200 2.707 -0.277 0.522 -1.335 0.23
H 4.594 1.404 1.018 -1.068 0.491 0.629 0.55
H 2.732 3.691 1.700 1.159 -0.039 0.312 0.27
H 3.804 3.402 3.168 0.173 0.194 -1.387 0.41
H 3.627 4.919 -0.029 0.425 0.200 -0.326 0.24
H -2.159 -1.905 -0.138 0.553 1.129 0.088 0.16
H -0.471 1.387 2.081 -0.339 -1.243 -0.976 0.01
H -1.244 -0.171 2.484 0.608 0.501 -1.414 0.47
H -2.637 1.583 0.295 0.079 -0.804 0.970 0.45
H -2.638 1.986 2.051 0.153 -1.013 -1.028 0.32
H -3.366 -0.966 1.883 -0.326 1.125 -0.026 0.24
H -4.296 0.518 2.583 0.960 -0.701 -0.830 0.45
H -4.414 -0.507 -0.405 -0.447 0.524 1.161 -0.11
H -4.757 1.203 0.093 -0.031 -1.358 0.360 0.36
H -6.384 -0.958 1.701 0.323 0.933 -0.741 0.41
H -6.775 -0.637 -0.036 0.658 0.312 1.223 -0.03
H -7.977 1.291 0.426 1.076 -0.333 0.888 0.31
H -6.485 2.081 1.085 -0.764 -1.139 0.412 0.08
H -7.637 1.128 2.197 0.709 0.160 -0.966 0.25
C -0.020 -7.697 -2.891 0.349 0.297 0.477 -0.65
C 0.943 -7.048 -1.958 0.528 0.287 0.467 0.50
N 1.700 -6.541 -1.232 -1.264 -0.657 -1.117 -0.55
H -0.930 -7.971 -2.355 0.103 0.064 0.055 0.30
H -0.274 -7.008 -3.698 0.109 -0.029 0.026 0.23
H 0.429 -8.595 -3.317 -0.015 0.141 0.027 0.17
C -5.269 -3.996 -1.483 0.614 -0.170 0.690 -0.30
C -4.562 -3.887 -0.174 0.883 0.141 1.602 0.35
N -4.004 -3.805 0.856 -1.230 -0.110 -2.519 -0.41
H -5.083 -3.101 -2.078 -0.049 0.016 0.131 0.25
H -4.908 -4.868 -2.028 0.022 0.015 0.127 0.43
H -6.342 -4.097 -1.320 0.405 0.051 0.018 -0.20
C -8.941 -6.096 -0.413 0.563 -0.260 -0.414 -0.39
C -7.836 -6.466 -1.345 0.575 -0.240 -0.587 0.43
N -6.979 -6.754 -2.077 -1.388 0.489 1.230 -0.48
H -9.587 -6.958 -0.244 0.104 0.011 -0.057 0.35
H -8.528 -5.768 0.542 0.039 0.008 -0.057 0.09
H -9.532 -5.288 -0.842 0.112 -0.072 -0.028 0.04
C -5.779 5.711 2.398 0.119 -0.724 0.101 -0.90
C -5.234 4.347 2.650 0.330 -0.716 0.155 0.46
N -4.809 3.282 2.846 -0.603 1.698 -0.280 -0.42
H -6.845 5.648 2.172 0.078 -0.107 0.013 0.32
H -5.638 6.334 3.281 0.058 -0.078 -0.102 0.28
H -5.262 6.168 1.555 0.042 -0.051 0.120 0.26
C 7.951 1.546 3.857 -0.501 -0.442 0.331 -0.47
C 6.967 0.672 4.558 -0.538 -0.487 0.406 0.35
N 6.196 -0.007 5.104 1.129 1.108 -0.962 -0.45
H 7.539 1.873 2.901 0.008 -0.019 0.067 0.03
H 8.168 2.424 4.467 -0.057 -0.085 -0.007 0.27
H 8.877 0.999 3.680 -0.104 -0.015 0.044 0.29
C 8.778 4.017 -5.180 0.676 -0.205 -0.596 -0.53
C 9.884 3.650 -6.112 0.643 -0.166 -0.513 0.18
N 10.746 3.365 -6.838 -1.370 0.432 1.147 -0.37
H 8.132 3.155 -5.016 0.115 0.053 -0.069 0.13
H 9.191 4.340 -4.224 0.010 -0.029 -0.084 0.28
H 8.188 4.828 -5.606 0.059 -0.066 0.009 0.31
C 2.673 -4.044 -7.680 -0.521 -0.490 0.350 -0.78
C 1.684 -4.908 -6.972 -0.558 -0.499 0.392 0.37
N 0.914 -5.583 -6.420 1.242 1.137 -0.732 -0.41
H 2.265 -3.725 -8.639 -0.003 -0.047 0.086 0.32
H 2.894 -3.163 -7.076 -0.049 -0.064 -0.033 0.24
H 3.595 -4.600 -7.851 -0.095 0.000 0.021 0.27
C -10.538 -2.162 -1.818 0.731 -0.232 0.117 -0.95
C -9.131 -2.591 -1.578 0.792 -0.178 0.120 0.38
N -8.033 -2.925 -1.390 -2.242 0.746 -0.301 -0.38
H -10.854 -2.472 -2.815 0.080 0.003 0.066 0.29
H -11.196 -2.619 -1.077 0.094 0.020 -0.024 0.30
H -10.613 -1.078 -1.741 0.061 -0.084 0.014 0.32
C 4.042 -9.273 -2.876 -0.581 -0.214 -0.443 -0.67
C 2.868 -9.652 -3.714 -0.615 -0.268 -0.517 0.44
N 1.952 -9.947 -4.368 1.519 0.500 1.103 -0.50
H 3.833 -9.489 -1.828 -0.031 0.012 -0.092 0.27
H 4.918 -9.841 -3.190 -0.107 0.009 -0.017 0.33
H 4.247 -8.209 -2.987 -0.071 -0.073 -0.005 0.17
C 2.309 7.726 1.656 -0.613 -0.436 -0.187 -0.81
C 1.166 6.872 1.215 -0.691 -0.477 -0.254 0.38
N 0.275 6.207 0.870 1.593 0.921 0.458 -0.41
H 2.982 7.906 0.817 -0.059 -0.031 0.050 0.28
H 1.935 8.681 2.026 -0.036 -0.089 -0.060 0.35
H 2.859 7.224 2.453 -0.020 -0.006 -0.090 0.25
C -5.164 -5.706 4.138 -0.616 0.205 -0.370 -0.70
C -6.400 -5.369 3.376 -0.538 0.170 -0.407 0.36
N -7.360 -5.108 2.777 1.363 -0.413 0.817 -0.45
H -4.926 -6.762 4.009 -0.069 0.075 -0.021 0.27
H -4.331 -5.105 3.772 -0.120 -0.013 -0.066 0.19
H -5.315 -5.500 5.198 -0.050 -0.013 -0.090 0.29
C -2.664 6.067 5.933 -0.187 0.348 -0.690 -0.67
C -2.977 6.718 4.628 -0.157 0.350 -0.742 0.36
N -3.221 7.224 3.609 0.420 -0.801 1.642 -0.44
H -3.159 6.604 6.743 0.050 -0.019 -0.073 0.30
H -3.012 5.034 5.925 0.011 0.083 -0.052 0.29
H -1.587 6.079 6.104 -0.089 0.009 -0.016 0.17
C -0.186 5.444 -3.024 0.570 -0.171 -0.493 -0.46
C 0.913 5.061 -3.956 0.613 -0.226 -0.517 0.40
N 1.773 4.762 -4.680 -1.333 0.401 1.220 -0.45
H -0.846 4.592 -2.861 0.073 0.038 -0.047 0.16
H 0.233 5.758 -2.067 -0.029 -0.020 -0.057 0.02
H -0.764 6.267 -3.446 0.087 -0.059 -0.012 0.36
C 1.083 7.772 7.949 -0.504 -0.478 0.378 -0.71
C 0.101 6.878 8.629 -0.550 -0.501 0.406 0.32
N -0.664 6.181 9.159 1.195 1.106 -0.939 -0.38
H 0.676 8.112 6.996 -0.013 -0.027 0.084 0.25
H 1.291 8.638 8.577 -0.047 -0.084 -0.022 0.28
H 2.012 7.232 7.768 -0.085 0.006 0.049 0.26
```
Positions in Å, forces in eV/Å.